No. 1
Here is a structure of composition C30H28BBr4Cl2F4N3O3SeSi2W in a non-equilibrium geometry from the OMol25 dataset. Energies are from ωB97M-V/def2-TZVPD.

The geometry in XYZ format:
```
79
Properties=species:S:1:pos:R:3:forces:R:3:lowdin_charge:R:1
W -0.3197 -0.3706 0.3584 -0.711 0.559 -0.812 1.552
Br -3.6869 3.2515 1.5793 -0.032 0.003 -0.004 0.803
Br -2.0912 5.8294 3.0186 -0.018 0.012 0.002 0.735
Br 1.1585 5.6160 3.5527 -0.014 0.009 0.004 0.725
Br 2.7838 2.8695 2.6157 -0.013 0.018 0.053 0.847
Se -0.4435 -3.0742 -0.6521 0.233 0.217 0.054 0.887
Cl -4.5016 2.5061 -4.6153 0.009 0.029 -0.006 0.702
Cl 0.2923 3.7739 -2.5340 0.048 -0.039 0.039 0.751
Si 1.5449 -1.8352 1.6275 -0.170 0.192 -0.034 0.521
Si 1.8162 -0.3987 -1.1723 0.013 0.144 0.229 0.528
F -1.6330 -1.6224 1.2886 0.139 -0.153 0.278 -0.304
F -3.2434 -0.7463 2.8207 -0.016 0.055 -0.028 0.216
F -2.1330 -2.6658 3.3563 0.038 0.016 -0.019 0.204
F -0.9952 -0.6643 3.3371 -0.003 -0.010 0.066 0.180
O 0.7637 0.8249 1.4170 -0.099 -0.039 0.210 -0.334
O -0.0726 1.2214 -0.9863 0.078 -0.332 -0.191 -0.288
O -1.6672 0.9919 1.0632 0.101 -0.224 -0.016 -0.189
N 1.2297 -4.3023 -2.6402 0.041 -0.001 0.077 -0.093
N -0.3249 -3.1167 -3.5473 0.089 -0.038 0.086 -0.122
N -2.1126 -0.4043 -1.0998 0.012 -0.108 0.272 -0.013
C 2.8457 1.1376 -0.8266 0.072 -0.201 -0.030 -0.174
C 0.3821 -3.7015 -4.5696 0.042 -0.036 -0.009 -0.033
C 0.8523 -3.3306 2.5376 0.161 0.062 -0.007 -0.207
C 1.4527 -0.3840 -3.0316 0.139 0.014 0.051 -0.156
C 0.9300 3.0387 2.3898 -0.185 0.006 -0.170 -0.612
C 4.9651 -3.6180 0.0278 0.030 -0.001 -0.080 -0.091
C 3.9313 -3.2648 0.8810 -0.036 -0.072 -0.014 -0.095
C 0.2153 -3.4669 -2.3608 -0.143 0.062 -0.178 -0.607
C 2.9294 -2.3794 0.4681 0.044 -0.197 0.267 -0.323
C -2.1024 2.9518 -3.4771 -0.009 -0.012 -0.016 -0.107
C -1.1473 2.0732 1.5862 -0.098 0.126 -0.039 -0.385
C -1.4819 -2.2555 -3.7243 0.051 -0.062 0.010 0.001
C -1.0284 2.6702 -2.6124 -0.072 -0.026 -0.019 -0.569
C 0.2223 2.0022 1.7891 0.462 -0.062 0.164 -0.324
C -4.3214 -0.9658 -1.7887 0.071 -0.023 0.058 -0.018
C -4.3645 0.0878 -2.6567 -0.005 0.001 -0.024 0.002
C 2.3971 -0.8083 2.9460 0.043 -0.210 0.002 -0.199
C -2.1617 0.6889 -1.9106 0.083 -0.019 0.123 -0.154
C 3.0014 -1.8156 -0.8022 0.057 0.118 -0.342 -0.335
C -3.1650 -1.1883 -1.0196 -0.031 0.126 -0.070 -0.140
C -3.2621 0.9651 -2.7390 0.004 0.098 -0.019 -0.166
C -3.1886 2.1280 -3.5457 0.000 -0.081 0.041 -0.602
C -1.0313 1.5411 -1.8179 -0.128 0.083 0.021 -0.371
C 2.0271 -5.0255 -1.6531 -0.047 0.024 -0.030 0.009
C 5.0179 -3.0793 -1.2552 0.022 -0.012 0.060 -0.096
C 1.3547 -4.4489 -3.9994 -0.062 0.040 -0.053 -0.023
C -1.8479 3.2237 1.9464 0.063 -0.118 -0.043 -0.637
C -1.1544 4.2712 2.5336 -0.001 0.065 0.030 -0.736
C 4.0487 -2.1732 -1.6577 0.021 -0.004 -0.036 -0.104
C 0.2293 4.1814 2.7604 0.050 0.041 0.015 -0.741
B -2.0678 -1.3916 2.9121 -0.172 -0.092 0.152 -1.128
H -1.8230 -2.3594 -4.7508 -0.019 0.030 -0.001 0.105
H 5.7309 -4.3095 0.3570 0.001 0.000 0.004 0.102
H 5.8240 -3.3511 -1.9258 0.007 -0.001 0.000 0.101
H -5.1586 -1.6388 -1.6735 -0.019 0.010 -0.014 0.116
H 1.3597 -5.5186 -0.9508 0.024 -0.008 0.020 0.094
H -2.2627 -2.5754 -3.0387 0.000 0.033 -0.036 0.078
H 2.6166 -5.7641 -2.1896 0.021 -0.008 0.035 0.101
H 1.7317 -3.9020 2.8556 -0.057 -0.067 0.018 0.029
H 3.0423 -1.4857 3.5162 0.022 0.041 0.020 0.040
H 2.9860 1.3003 0.2410 0.012 -0.058 -0.005 -0.020
H 3.8330 0.9794 -1.2734 -0.015 0.059 -0.017 0.041
H 0.5722 0.2008 -3.2997 0.000 -0.020 0.005 0.019
H 0.3190 -3.0244 3.4350 -0.011 0.046 0.025 0.030
H 1.3845 -1.3754 -3.4772 0.015 0.010 0.005 0.009
H 3.0172 -0.0335 2.5021 0.038 0.022 -0.002 -0.010
H -5.2382 0.2766 -3.2653 -0.008 -0.006 -0.002 0.099
H 2.6771 -4.3370 -1.1247 -0.005 -0.027 0.035 0.052
H 2.3069 0.1180 -3.4969 -0.006 -0.008 -0.039 0.045
H 2.1152 -5.0725 -4.4321 -0.004 0.005 -0.029 0.129
H 4.1235 -1.7319 -2.6472 -0.031 0.015 -0.009 0.103
H 0.2062 -3.9877 1.9626 0.003 -0.017 -0.041 -0.004
H 2.4002 2.0344 -1.2509 -0.057 0.040 -0.034 0.013
H 0.1291 -3.5356 -5.6007 0.020 -0.008 -0.016 0.130
H -3.1048 -2.0244 -0.3395 0.006 0.002 0.004 0.091
H 1.6957 -0.3388 3.6346 -0.040 -0.017 0.003 0.034
H 3.9084 -3.6960 1.8764 -0.029 0.015 0.013 0.101
H -2.0578 3.8447 -4.0848 -0.012 0.001 0.000 0.110
H -1.2159 -1.2193 -3.5238 -0.011 -0.034 -0.019 0.080
```
Positions in Å, forces in eV/Å.

Computed properties:
- HOMO level: -7.94 eV
- LUMO: -1.24 eV
- Gap between HOMO and LUMO: 6.70 eV
- Relative energy (zero: lowest compared OMol25 entry of this formula, charge and spin): 12.5 kcal per mole
- Total energy: -16238.63891 Eh
- Strongest force on any atom: 1.22 eV/Å
- Total charge: 0

No. 2
Here is the molecule C16H19N5O5 in a non-equilibrium geometry from the OMol25 dataset. Energies are from ωB97M-V/def2-TZVPD.

The geometry in XYZ format:
```
45
Properties=species:S:1:pos:R:3:forces:R:3:lowdin_charge:R:1
O 3.1627 1.4100 1.1609 -0.177 -0.147 0.153 -0.103
O -1.7600 -3.3029 0.9316 -0.301 -0.246 0.223 0.039
O -2.2434 1.8531 0.1189 0.325 0.112 -0.153 -0.081
O 2.7422 -3.6220 0.4735 0.304 -0.154 0.140 0.083
O -2.8238 -0.9531 1.7562 0.119 -0.324 0.145 -0.044
N 0.4237 -0.2384 -1.7801 0.443 0.047 -0.073 0.215
N 1.7495 -1.9142 -0.6516 0.040 -0.064 -0.028 0.023
N -1.4690 0.9776 -2.5246 -0.175 0.135 -0.161 0.177
N 0.4938 -3.4064 0.6338 -0.102 -0.349 0.302 0.217
N -1.5741 -0.8088 -0.9452 0.255 0.194 -0.244 0.057
C -0.7495 -2.8252 0.4254 0.189 0.528 -0.407 -0.388
C -2.9912 -0.8370 -0.6999 -0.504 0.035 0.397 -0.043
C 1.7398 -3.0154 0.1745 -0.047 0.022 -0.089 -0.473
C -3.4374 -0.3018 0.6825 -0.162 0.411 -0.300 -0.322
C 4.0939 2.2149 0.4799 0.122 0.096 -0.070 -0.095
C 3.0091 -1.3999 -1.1424 0.347 0.019 -0.056 0.009
C -0.8745 0.0276 -1.7505 -0.088 -0.517 0.157 -0.400
C 1.8334 1.6085 0.9184 -0.154 -0.089 0.055 -0.286
C 0.9533 0.8028 1.6364 0.315 0.202 -0.118 0.011
C -3.2483 1.2248 0.8804 -0.455 -0.428 0.197 -0.118
C 0.5815 -1.2883 -0.9490 -1.387 -0.039 0.132 -0.222
C -0.6374 -1.6868 -0.4131 0.784 -0.171 -0.052 -0.077
C 1.3169 2.5335 0.0186 0.265 0.006 0.064 -0.017
C -0.9187 1.7645 0.4948 0.215 0.293 -0.033 -0.277
C -0.4101 0.8773 1.4345 -0.214 0.084 0.010 -0.001
C -0.0474 2.6092 -0.1839 -0.312 -0.101 0.191 -0.022
H 1.9618 3.1937 -0.5384 0.097 0.045 -0.046 0.105
H -0.4518 3.3211 -0.8873 -0.054 0.083 -0.068 0.118
H -4.5270 -0.4871 0.7262 0.166 0.103 -0.084 0.147
H -4.1649 1.7362 0.5726 0.085 -0.076 0.078 0.132
H 5.0738 1.8831 0.8200 -0.041 0.063 -0.061 0.094
H -0.7860 1.5618 -2.9839 -0.038 -0.024 0.022 0.107
H -2.6726 -1.8976 1.5435 0.017 0.056 0.024 0.062
H -3.3143 -1.8819 -0.7602 -0.019 0.167 -0.095 0.141
H 2.8230 -0.8959 -2.0874 0.056 -0.012 0.020 0.089
H 3.6988 -2.2327 -1.2679 -0.055 0.090 -0.031 0.095
H 0.5039 -4.2259 1.2309 0.033 0.152 -0.114 0.171
H 4.0231 2.0832 -0.6050 -0.007 0.019 0.023 0.093
H 1.3608 0.1012 2.3471 0.055 -0.095 0.112 0.126
H -1.0635 0.2245 1.9906 -0.071 -0.064 -0.016 0.107
H -2.1914 1.5062 -2.0516 0.127 0.016 -0.006 0.091
H -3.4913 -0.2661 -1.4848 0.006 -0.105 -0.002 0.135
H 3.4280 -0.6945 -0.4230 0.036 0.022 -0.037 0.088
H -3.0921 1.3931 1.9514 -0.032 0.031 -0.067 0.139
H 3.9665 3.2738 0.7270 -0.006 -0.028 -0.031 0.096
```
Positions in Å, forces in eV/Å.

Computed properties:
- HOMO level: -7.98 eV
- LUMO: 0.60 eV
- Gap between HOMO and LUMO: 8.59 eV
- Relative energy (zero: lowest compared OMol25 entry of this formula, charge and spin): 0.0 kcal per mole
- Total energy: -1271.16321 Eh
- Strongest force on any atom: 1.39 eV/Å
- Total charge: 0

No. 3
Here is a structure of composition C16H31BeNP2S in a non-equilibrium geometry from the OMol25 dataset. Energies are from ωB97M-V/def2-TZVPD.

The geometry in XYZ format:
```
52
Properties=species:S:1:pos:R:3:forces:R:3:lowdin_charge:R:1
S -0.4166 0.5606 1.0328 0.409 -1.355 -0.057 0.855
P -0.0845 -5.7585 0.2101 0.451 0.306 0.274 0.864
P -3.2131 -4.5243 -1.2903 -0.909 -0.214 0.213 0.960
N 2.2080 0.9918 -0.0783 -2.042 -0.153 0.985 0.070
C 0.9374 -6.3881 -1.1734 0.162 -0.454 0.210 -0.262
C -2.2044 -2.2914 0.0173 0.242 1.203 -0.020 -0.301
C -2.4863 -2.8650 -1.3926 1.726 1.117 0.520 -0.398
C -2.4767 -6.2105 -1.2936 0.512 -0.243 0.019 -0.308
C 1.1240 0.8431 0.3596 1.705 -0.019 -0.967 -0.627
C -1.6229 -6.7220 -0.1019 0.197 -0.557 0.069 -0.382
C -1.6856 -3.2300 1.0738 -0.173 -1.375 1.254 -0.283
C 0.8436 -2.6121 0.6974 -0.135 0.858 2.232 -0.225
C 0.7465 -2.4260 -0.6809 -1.622 1.525 -1.826 -0.255
C -4.3437 -4.5880 -2.7103 -0.176 -0.301 -0.138 -0.183
C -0.0041 -3.3313 -1.6179 -0.585 -0.489 -0.448 -0.270
C -4.2908 -4.5426 0.1615 -0.344 -0.105 0.098 -0.171
C 0.6990 -6.5194 1.6721 -0.057 -0.840 -0.197 -0.270
C -1.4975 1.6142 -0.0207 -0.294 1.126 -0.293 -0.364
C -0.2336 -3.0715 1.6566 -0.371 -0.236 0.212 -0.279
C -1.2393 -2.7236 -2.3096 -0.110 -0.568 -0.280 -0.202
Be -0.6865 -1.4238 0.1688 1.871 0.456 -1.079 0.037
H -5.0918 -5.2614 -0.0395 0.020 0.118 0.077 0.060
H -3.2993 -2.2908 -1.8483 -0.158 -0.141 0.064 0.110
H -3.3660 -6.8594 -1.3528 0.077 0.291 -0.120 0.095
H -2.2149 -6.7809 0.8278 0.137 0.102 -0.374 0.083
H 1.5085 -1.8006 -1.1525 0.034 -0.380 0.187 0.096
H -1.4234 -3.2251 -3.2721 0.007 -0.012 -0.028 0.097
H -3.8127 -4.9236 -3.6129 -0.152 0.150 0.251 0.065
H -0.4089 -4.1888 -1.0167 0.585 1.005 -0.836 -0.011
H -2.4418 1.0835 -0.1793 0.272 -0.058 0.081 0.022
H -0.2848 -2.3819 2.5220 -0.045 -0.247 -0.234 0.099
H -2.3709 -3.2029 1.9349 0.210 -0.007 0.025 0.111
H 0.4378 -6.2398 -2.1412 0.167 0.013 0.305 0.035
H -1.7622 -4.2720 0.7085 0.163 0.277 0.275 0.000
H 1.1239 -7.4574 -1.0096 0.154 0.087 -0.282 0.036
H -1.0585 -1.6610 -2.5270 -0.248 -0.189 0.182 0.107
H -5.1543 -5.2962 -2.4867 0.219 0.152 -0.187 0.058
H 0.0659 -4.0390 2.1034 -0.447 -0.095 0.114 0.053
H -0.0057 -6.5617 2.5126 0.207 0.013 -0.197 0.044
H 1.0474 -7.5278 1.4152 0.046 0.002 0.389 0.033
H -4.7762 -3.5942 -2.8925 0.163 -0.344 0.076 0.063
H 1.7732 -2.3225 1.1894 -0.238 0.114 0.014 0.090
H -1.9472 -6.3392 -2.2512 -0.041 0.100 0.304 0.090
H -3.7566 -4.8602 1.0664 -0.131 0.209 -0.361 0.056
H -0.9946 1.8168 -0.9683 -0.099 -0.150 0.022 0.036
H -3.0721 -1.7423 0.3889 -0.149 -0.146 -0.103 0.083
H 1.5570 -5.8971 1.9562 -0.223 -0.121 -0.087 0.047
H 0.6768 -3.7580 -2.3773 -0.198 0.075 0.013 0.104
H -1.6713 2.5470 0.5267 -0.103 -0.014 -0.178 0.022
H -1.2650 -7.7379 -0.3313 -0.596 -0.025 -0.064 0.080
H -4.7188 -3.5446 0.3217 0.135 -0.279 -0.028 0.075
H 1.8865 -5.8354 -1.1790 -0.225 -0.182 -0.080 0.056
```
Positions in Å, forces in eV/Å.

Computed properties:
- HOMO level (spin up / spin down): -3.96 / -2.99 eV
- LUMO (spin up / spin down): 0.00 / 0.02 eV
- Gap between HOMO and LUMO (spin up / spin down): 3.96 / 3.01 eV
- Relative energy (zero: lowest compared OMol25 entry of this formula, charge and spin): 133.9 kcal per mole
- Total energy: -1778.39643 Eh
- Strongest force on any atom: 2.88 eV/Å
- Total charge: 0

no.,molar mass (Da)
1,1274.87
2,361.36
3,340.46